(1)
Molecular formula: C21H24N2O2P2Yb
Method: DFT, the ωB97M-V functional and the def2-TZVPD basis

* 2S+1: 2
* frontier orbital gap (alpha / beta): 6.75 / 6.41 eV
* lowest unoccupied orbital energy (alpha / beta): -3.93 / -4.27 eV
* total charge: +1
* total energy: -2915.793919 Eh
* relative energy (zero: lowest compared OMol25 entry of this formula, charge and spin): 0.0 kJ/mol
* largest force on an atom: 6.16 eV/A
* highest occupied orbital energy (alpha / beta): -10.7 / -10.7 eV

Structure (XYZ):
```
52
Properties=species:S:1:pos:R:3:forces:R:3
C 3.171094 -1.529139 -0.725062 0.630 -0.648 -0.258
C 1.802996 -1.584168 -0.978646 -0.689 -1.154 0.074
C 0.943951 -1.734419 0.174579 -0.183 -1.395 0.133
C 1.454076 -2.105487 1.437523 0.447 -0.380 -0.160
C 2.833708 -2.071105 1.625028 -0.322 -0.483 0.307
C 3.680088 -1.757251 0.562904 0.600 0.360 -0.429
C 0.475838 -2.258487 2.594479 0.473 -0.675 -1.531
C -0.955492 -1.951839 2.208491 -0.748 0.351 -0.069
C -1.198521 -1.209377 1.044209 -0.875 0.609 1.190
C -2.466389 -0.628539 0.782661 0.594 -0.380 0.097
C -3.496469 -0.897122 1.680256 0.110 -0.043 0.269
C -3.272654 -1.683215 2.821165 0.046 -0.001 -0.116
C -2.003281 -2.192732 3.098520 -0.117 -0.034 -0.285
H 3.859060 -1.339480 -1.553216 -0.142 -0.073 0.292
H 3.242729 -2.278028 2.617315 -0.010 0.191 -0.321
H 4.759607 -1.718300 0.722196 -0.372 0.064 -0.034
H 0.532286 -3.278825 3.003687 0.111 0.176 -0.143
H -4.483572 -0.461777 1.504419 0.298 -0.186 0.069
H -4.093875 -1.885948 3.506109 0.186 0.076 -0.158
H -1.808669 -2.775431 4.000531 -0.212 0.144 -0.176
N -0.139170 -0.894150 0.214617 -0.058 -1.162 -1.887
Yb 1.606978 0.368676 0.250769 -0.582 5.909 1.653
C 1.179232 -1.259291 -2.320874 0.020 -0.337 -0.297
H 0.258659 -1.856808 -2.423242 0.324 0.102 -0.019
H 1.873610 -1.496162 -3.142087 -0.090 -0.204 0.332
C -2.617365 0.278421 -0.416919 0.389 -0.313 -0.159
H -2.491315 -0.287589 -1.351266 -0.227 -0.068 0.137
H -3.594446 0.778952 -0.418862 0.171 -0.243 -0.053
P 0.630491 0.502071 -2.567343 0.095 -0.431 -0.568
P -1.319052 1.605897 -0.478311 -0.509 0.740 1.563
C -1.911481 2.542465 0.987180 -0.014 0.226 -0.029
H -1.382191 3.505657 1.037858 -0.243 -0.252 0.061
H -2.995959 2.705663 0.917020 0.232 0.093 0.192
H -1.680312 1.971584 1.895593 -0.098 0.147 -0.128
C -2.047431 2.652402 -1.792566 0.345 0.028 -0.094
H -3.128428 2.758931 -1.626832 0.300 0.031 -0.134
H -1.560309 3.634907 -1.730143 -0.207 -0.162 -0.128
H -1.851140 2.214972 -2.780324 -0.168 0.176 0.169
C 2.295318 1.303309 -2.491378 -0.037 0.528 -0.119
H 2.751669 1.217519 -3.487142 0.212 -0.026 0.400
H 2.164385 2.366670 -2.244641 0.225 -0.283 -0.035
H 2.999851 0.857897 -1.762258 -0.022 0.190 -0.246
C 0.392415 0.519628 -4.378906 0.118 -0.018 -0.310
H 0.081536 1.529667 -4.683613 0.092 -0.326 0.038
H 1.340655 0.262031 -4.872415 -0.318 0.043 -0.052
H -0.385406 -0.196725 -4.676868 0.163 0.236 0.127
C 0.802841 -1.305865 3.688984 -0.179 0.272 0.247
O 1.241827 -0.182560 3.537983 -0.273 -1.086 0.045
H 0.496636 -1.853342 4.601304 0.336 1.335 0.814
O 0.803139 4.767683 0.891714 0.878 -1.556 -0.197
C 1.342703 3.704123 0.795929 -0.600 0.910 0.162
N 1.865551 2.624038 0.699893 -0.100 -1.023 -0.238
```
Forces are in eV/Å.


(2)
Molecular formula: C21H24N2O6S
Method: DFT, the ωB97M-V functional and the def2-TZVPD basis

* frontier orbital gap: 8.68 eV
* SMILES string: O=C(CN(c1ccc2c(c1)OCCO2)S(=O)(=O)c1ccccc1)NC[C@H]1CCCO1
* lowest unoccupied orbital energy: 0.30 eV
* total energy: -1773.751140 Eh
* relative energy (zero: lowest compared OMol25 entry of this formula, charge and spin): 224.7 kJ/mol
* largest force on an atom: 1.12 eV/A
* highest occupied orbital energy: -8.4 eV

Structure (XYZ):
```
54
Properties=species:S:1:pos:R:3:forces:R:3
O 0.965099 1.191403 -3.851777 -0.149 -0.073 -0.321
C 0.901568 1.146416 -2.642031 -0.273 0.375 0.156
C -0.457072 1.177151 -1.928719 0.079 -0.184 -0.694
N -0.363937 0.712622 -0.566477 0.305 -0.972 -0.034
C -1.241190 1.168627 0.423331 -0.325 0.524 0.934
C -2.484698 1.729031 0.140983 0.210 -0.081 -0.130
C -3.312322 2.126685 1.172645 0.071 -0.035 0.297
C -2.941606 1.941279 2.496715 0.057 0.027 0.002
C -1.708537 1.345735 2.783549 -0.147 -0.058 -0.073
C -0.857718 0.992508 1.747964 -0.239 0.375 0.130
O -1.306049 1.086998 4.066017 0.229 0.063 -0.373
C -2.350965 1.179132 5.009965 -0.515 0.236 0.201
C -3.185658 2.432612 4.752620 0.377 -0.191 0.371
O -3.799701 2.353216 3.485445 -0.050 -0.114 -0.389
S 0.198808 -0.873199 -0.359963 -0.342 -0.173 0.057
O 1.374845 -0.833870 0.461526 -0.147 -0.011 0.381
O 0.320660 -1.443546 -1.666471 -0.366 -0.034 -0.181
C -1.130619 -1.674415 0.536795 0.478 0.123 -0.243
C -2.357210 -1.790577 -0.087285 -0.085 -0.054 -0.111
C -3.412641 -2.362382 0.602775 0.042 0.052 -0.076
C -3.225496 -2.810713 1.901311 -0.003 -0.009 0.040
C -1.984758 -2.704072 2.509467 0.038 -0.018 -0.022
C -0.926471 -2.131054 1.823506 0.145 -0.046 0.032
N 1.969535 1.169393 -1.825196 0.289 -0.128 0.282
C 3.317996 1.038125 -2.321930 0.434 -0.094 -0.055
C 3.927934 -0.343480 -2.006150 -0.452 0.135 0.063
C 3.329788 -1.455103 -2.867105 0.093 0.114 0.108
C 4.162698 -1.348098 -4.144185 0.082 0.107 0.111
C 5.506654 -0.803956 -3.634389 0.245 -0.133 -0.342
O 5.311673 -0.343614 -2.303516 -0.006 0.133 0.163
H -1.150361 0.581974 -2.534743 0.094 0.152 -0.002
H -0.796062 2.216786 -1.923212 0.047 -0.127 0.080
H -2.809098 1.860391 -0.878160 -0.042 0.003 -0.144
H -4.270039 2.578242 0.970395 -0.123 0.073 -0.027
H 0.103038 0.566851 1.982991 0.140 -0.011 0.113
H -2.997956 0.293911 4.937240 0.087 0.070 0.032
H -1.878640 1.210346 5.992639 -0.091 -0.002 -0.059
H -2.533853 3.315641 4.799351 -0.091 -0.061 0.010
H -3.991070 2.531219 5.481543 0.115 -0.008 -0.012
H -2.470346 -1.442140 -1.101528 -0.108 0.050 -0.150
H -4.378115 -2.456988 0.130174 -0.074 -0.002 -0.053
H -4.051467 -3.251403 2.439406 -0.066 -0.038 0.045
H -1.840798 -3.063207 3.517042 0.025 -0.031 0.080
H 0.051600 -2.030543 2.265716 0.092 0.022 0.130
H 1.834136 1.003529 -0.839119 -0.021 0.186 -0.085
H 3.948668 1.806370 -1.863321 -0.015 -0.065 -0.116
H 3.280844 1.200865 -3.400569 0.077 0.053 0.084
H 3.820065 -0.538451 -0.933890 0.012 -0.013 -0.090
H 3.491545 -2.416966 -2.380308 -0.033 -0.026 0.036
H 2.264107 -1.323456 -3.030218 -0.004 -0.046 -0.035
H 3.700832 -0.648901 -4.840239 -0.013 -0.017 -0.045
H 4.278802 -2.306188 -4.645652 -0.019 -0.001 -0.061
H 6.277504 -1.581256 -3.599317 -0.051 0.086 -0.052
H 5.876055 0.020521 -4.255643 -0.010 -0.104 0.036
```
Forces are in eV/Å.


(3)
Molecular formula: C21H24N2OP2Tl
Method: DFT, the ωB97M-V functional and the def2-TZVPD basis

* frontier orbital gap: 4.80 eV
* lowest unoccupied orbital energy: -4.46 eV
* total charge: +1
* total energy: -1854.243014 Eh
* relative energy (zero: lowest compared OMol25 entry of this formula, charge and spin): 0.0 kJ/mol
* largest force on an atom: 9.23 eV/A
* highest occupied orbital energy: -9.3 eV

Structure (XYZ):
```
51
Properties=species:S:1:pos:R:3:forces:R:3
C -0.071824 -3.527263 -1.638125 0.436 0.193 -0.485
C -0.098381 -2.184844 -1.305344 -0.278 0.414 0.753
C -0.429384 -1.853001 0.042975 0.064 0.412 -0.132
C -0.594150 -2.820447 1.032789 -0.210 -0.918 -0.723
C -0.573247 -4.170578 0.649415 0.088 1.468 -0.236
C -0.307506 -4.495127 -0.677408 -0.123 -1.121 0.141
C -0.807235 -2.335271 2.440094 0.505 0.406 -0.139
C -1.608780 -1.062620 2.486253 -0.846 0.629 0.261
C -1.405058 -0.144767 1.448661 0.374 -0.367 -0.432
C -2.006047 1.143042 1.427964 0.546 -0.660 -0.508
C -2.902527 1.431321 2.432320 -0.228 0.645 0.411
C -3.166917 0.509504 3.441013 -0.382 0.003 0.509
C -2.539366 -0.734073 3.479280 0.622 0.264 -1.055
H 0.143435 -3.794571 -2.678662 -0.098 -0.124 0.407
H -0.785220 -4.901209 1.401510 0.058 -0.557 0.149
H -0.287172 -5.550766 -0.965634 -0.020 0.408 0.061
H -1.283020 -3.098168 3.020702 -0.209 -0.487 0.497
H -3.407318 2.405698 2.412819 0.084 -0.433 0.174
H -3.881916 0.763788 4.222880 0.140 -0.031 -0.232
H -2.751182 -1.467147 4.233024 -0.172 -0.060 0.433
N -0.621066 -0.529031 0.372808 0.464 1.760 -1.150
Tl 1.372129 0.756188 0.370255 -4.629 -3.794 -0.545
C 0.120693 -1.090788 -2.348553 -0.222 -0.407 0.149
H -0.719584 -0.382614 -2.354865 0.142 -0.068 0.038
H 0.217610 -1.531703 -3.348689 -0.122 -0.009 0.092
C -1.793169 2.075459 0.231468 -0.317 -0.237 0.371
H -2.012309 1.537353 -0.706338 0.004 0.170 0.229
H -2.435978 2.958023 0.321774 -0.209 -0.172 -0.108
P 1.652814 -0.151352 -2.063376 -0.316 -0.356 0.896
P -0.120680 2.748163 0.022931 -0.459 -0.448 0.730
C 0.194878 3.979407 1.307206 -0.175 0.207 -0.304
H 1.197404 4.412493 1.159439 -0.407 -0.009 0.137
H -0.584878 4.743489 1.188123 0.338 0.091 0.337
H 0.132886 3.503030 2.295328 -0.059 0.174 -0.287
C -0.060322 3.568051 -1.590863 0.112 0.049 0.245
H -0.702600 4.455017 -1.489083 0.213 -0.147 -0.369
H 0.975788 3.862210 -1.818155 -0.409 0.035 -0.053
H -0.443634 2.886606 -2.364026 0.080 0.318 0.251
C 2.987090 -1.361808 -2.059329 0.201 0.153 -0.432
H 2.875500 -1.959687 -2.972119 0.266 -0.054 0.195
H 3.947796 -0.828480 -2.065785 -0.165 -0.247 -0.050
H 2.932404 -1.999129 -1.174592 -0.093 0.044 -0.100
C 1.919703 0.971141 -3.442542 0.185 -0.162 -0.167
H 2.769054 1.625501 -3.210549 -0.182 -0.099 -0.238
H 2.155936 0.334899 -4.304598 -0.049 0.410 -0.079
H 1.020394 1.567163 -3.629091 0.237 -0.137 -0.063
C 2.982531 1.966192 0.216898 7.750 5.014 -0.177
O 3.930884 2.609162 0.194899 -2.798 -1.726 -0.042
H 0.190239 -2.126625 2.871774 -0.441 -0.226 0.000
N 2.508954 -1.824839 2.037572 -0.144 0.742 -0.597
C 2.172348 -0.886994 1.445553 0.851 -0.951 1.233
```
Forces are in eV/Å.


(4)
Molecular formula: C21H24N4OS
Method: DFT, the ωB97M-V functional and the def2-TZVPD basis

* frontier orbital gap: 7.87 eV
* lowest unoccupied orbital energy: 0.00 eV
* total energy: -1506.365936 Eh
* relative energy (zero: lowest compared OMol25 entry of this formula, charge and spin): 2053.8 kJ/mol
* largest force on an atom: 17.24 eV/A
* highest occupied orbital energy: -7.9 eV

Structure (XYZ):
```
51
Properties=species:S:1:pos:R:3:forces:R:3
C -3.301185 -1.435166 2.660069 0.472 9.739 -10.598
C -2.008755 -1.701981 1.730214 -5.633 2.066 3.969
N -0.945974 -2.255478 2.083312 0.538 -1.393 3.441
N -0.187241 -2.443580 1.055928 1.603 -0.274 -4.727
C -0.769964 -1.980887 -0.078942 -4.300 -1.078 11.705
N -2.087007 -1.399368 0.465699 3.637 -1.022 -3.571
C -3.034483 -0.758568 -0.242688 -4.042 3.787 -9.947
C -3.238421 -1.092899 -1.806971 2.628 -3.713 6.388
C -4.166332 -0.416605 -2.589932 4.848 1.444 9.201
C -4.707016 0.656619 -2.048568 -5.029 7.264 -0.540
C -4.538343 1.375071 -0.747180 3.250 -8.783 -5.910
C -3.686571 0.610642 -0.050176 3.388 -4.734 3.235
H -3.338369 0.709873 0.923662 -0.170 2.104 2.152
H -4.949133 2.155262 -0.367891 -2.782 5.063 1.671
H -5.456011 1.207593 -2.802738 1.381 -1.169 1.776
H -4.390934 -0.850806 -3.359018 -2.725 -3.815 -8.877
H -2.696357 -2.173788 -1.982184 -1.635 2.876 -0.507
S -0.123547 -1.627464 -1.409179 4.062 2.217 -9.285
C 1.651930 -2.223011 -1.294113 -6.280 -6.263 -0.296
H 1.336499 -3.213521 -0.573834 1.342 2.447 -1.923
C 2.685907 -1.672238 -0.617177 5.761 5.628 6.652
O 3.405340 -2.343192 0.141090 -0.576 -0.259 -1.897
N 2.950916 -0.224357 -0.531052 -1.512 -4.295 1.221
C 1.961139 0.682015 -0.930491 9.355 -0.128 -12.940
C 0.958545 1.225151 -0.352924 2.905 -9.384 12.837
C 0.938616 0.505400 1.138758 -3.472 -0.244 1.243
C -0.092741 0.743199 2.041817 1.388 5.278 -4.467
C -0.933179 2.106189 1.653434 -0.130 -8.224 14.260
C -0.968770 2.465572 0.530797 1.030 5.541 -14.634
C 0.104668 2.020392 -0.400011 -10.701 12.120 -5.978
H 0.144952 2.608396 -1.507586 -0.627 -1.153 2.689
H -1.604448 3.259861 0.000136 0.690 -1.162 1.461
H -1.674123 2.345660 2.411604 0.118 0.379 -0.009
H -0.190347 0.343611 2.998281 -0.136 -0.786 1.285
H 1.476837 -0.391653 1.442704 0.556 0.278 -0.773
H 2.632693 1.721386 -1.363295 -1.480 -2.644 0.719
H 1.573790 0.256157 -2.183650 1.073 1.297 3.375
C 4.236718 0.170358 0.196227 0.648 -3.310 -8.546
C 4.064875 1.332193 0.950156 -1.833 1.106 6.480
H 4.948675 1.678765 1.415713 1.443 0.332 0.071
H 3.536929 0.909960 1.928414 0.549 1.188 -1.565
H 3.510081 2.248265 0.717808 -0.073 -0.715 -0.988
C 5.051060 0.510150 -1.201154 2.106 0.787 -0.511
H 6.090871 0.647056 -0.826612 -0.357 1.092 -0.226
H 4.662378 1.489247 -1.825655 1.007 -2.552 1.771
H 5.392314 -0.331677 -1.951896 -1.900 1.058 1.393
H 4.767973 -0.818323 0.482024 -1.391 2.098 0.639
H 2.018292 -2.717694 -2.203678 -0.701 0.501 -0.226
H -3.366589 -2.099804 3.250084 -0.945 -8.768 8.203
H -3.412391 -0.392298 3.102710 0.833 -1.357 -0.316
H -4.233771 -1.419692 1.927950 1.822 -0.463 1.420
```
Forces are in eV/Å.


The highest largest force on an atom belongs to which entry? C21H24N4OS